No. 1
ORCA calculation (ωB97M-V/def2-TZVPD) on a molecular structure, C13H16F12Na4O21S4 in a non-equilibrium geometry.

Geometry as ORCA input:
```
! wB97M-V def2-TZVPD RIJCOSX def2/J DEFGRID3
* xyz 0 1
Na 9.03 0.45 -17.51
Na 8.39 -2.36 -20.60
Na 12.22 2.16 -19.33
Na 5.45 2.41 -17.96
C 4.70 -1.74 -17.97
F 4.35 -2.86 -18.59
F 3.74 -0.92 -18.21
F 4.72 -1.96 -16.63
S 6.36 -1.06 -18.68
O 6.46 0.22 -17.96
O 7.48 -1.97 -18.39
O 6.12 -0.97 -20.13
C 7.61 1.96 -21.47
F 7.81 3.05 -22.15
F 6.91 2.22 -20.31
F 6.95 1.09 -22.18
S 9.26 1.32 -21.00
O 9.98 0.98 -22.24
O 9.84 2.44 -20.21
O 8.93 0.18 -20.16
C 9.90 4.11 -15.42
F 8.74 4.38 -14.82
F 10.49 5.25 -15.50
F 10.56 3.20 -14.62
S 9.59 3.38 -17.26
O 10.62 2.36 -17.46
O 8.28 2.72 -17.32
O 9.71 4.55 -18.07
C 13.01 -2.63 -17.93
F 14.06 -2.97 -18.71
F 12.36 -3.71 -17.52
F 13.46 -2.00 -16.87
S 11.65 -1.52 -18.71
O 12.20 -0.14 -18.88
O 11.24 -2.03 -20.01
O 10.58 -1.46 -17.67
C 12.81 0.11 -13.57
C 11.34 -0.23 -13.83
O 11.30 -1.62 -13.47
C 12.37 -1.99 -12.81
O 12.44 -2.99 -12.11
O 13.31 -0.98 -12.86
H 12.87 1.12 -13.15
H 13.36 0.17 -14.51
H 11.17 -0.11 -14.90
H 10.50 0.36 -13.46
C 8.51 -3.00 -15.10
O 7.53 -2.05 -14.72
C 7.77 -0.77 -14.64
O 8.70 -0.15 -15.15
O 6.69 -0.18 -14.04
C 6.55 1.22 -13.83
H 9.21 -3.01 -14.27
H 9.17 -2.73 -15.93
H 8.05 -3.98 -15.17
H 6.86 1.76 -14.73
H 7.10 1.52 -12.94
H 5.50 1.35 -13.57
C 17.17 2.49 -18.88
O 16.62 3.05 -17.66
C 15.27 2.92 -17.38
O 14.38 2.42 -18.12
O 15.00 3.59 -16.23
C 13.62 3.79 -15.95
H 17.52 3.24 -19.60
H 16.51 1.79 -19.39
H 18.02 1.88 -18.57
H 13.60 3.72 -14.87
H 13.00 2.95 -16.25
H 13.38 4.81 -16.24
*
```

The total energy is -5525.70413 Eh. As for the LUMO energy: -1.451 eV. The HOMO energy comes out at -9.64 eV. The calculation puts the frontier orbital gap at 0.301 hartree.

No. 2
ORCA calculation (ωB97M-V/def2-TZVPD) on a molecular structure, C20H34F18MgN6O2P3 in a non-equilibrium geometry.

Geometry as ORCA input:
```
! wB97M-V def2-TZVPD RIJCOSX def2/J DEFGRID3
* xyz -1 1
Mg -5.17 1.68 -1.10
P -0.80 0.75 -0.45
F -2.41 0.77 -0.33
F -0.79 1.81 -1.66
F -0.59 2.04 0.54
F 0.83 0.76 -0.48
F -0.69 -0.33 0.72
F -0.72 -0.37 -1.55
P -6.17 -2.68 -1.51
F -5.11 -2.57 -0.32
F -5.00 -2.22 -2.57
F -5.74 -4.17 -1.66
F -7.21 -2.84 -2.75
F -7.37 -3.13 -0.50
F -6.45 -1.12 -1.37
P -5.97 1.48 3.60
F -5.24 0.03 3.67
F -6.01 1.28 1.94
F -7.39 0.84 3.81
F -6.64 2.94 3.40
F -5.82 1.84 5.22
F -4.48 2.18 3.31
C -2.74 2.31 -6.76
C -3.43 2.14 -5.48
N -3.95 2.00 -4.44
H -3.26 3.08 -7.33
H -2.87 1.42 -7.38
H -1.72 2.66 -6.58
C 1.87 -0.42 -5.19
C 2.35 -0.65 -6.57
N 2.71 -0.85 -7.65
H 1.88 -1.39 -4.68
H 0.97 0.18 -5.10
H 2.58 0.25 -4.69
C 2.83 5.29 -3.85
C 4.16 5.27 -3.37
N 5.19 5.27 -2.92
H 2.30 4.33 -3.83
H 2.86 5.31 -4.94
H 2.26 6.14 -3.48
C -3.45 7.14 0.56
C -3.99 5.87 0.07
N -4.39 4.91 -0.42
H -2.82 7.60 -0.20
H -3.01 6.91 1.53
H -4.42 7.63 0.68
C -0.16 3.23 4.94
C -0.69 4.55 5.36
N -1.01 5.54 5.72
H -0.84 2.38 4.89
H 0.60 2.99 5.69
H 0.44 3.22 4.03
C 1.25 -5.37 -0.91
C -0.17 -5.78 -0.87
N -1.20 -6.15 -0.84
H 1.73 -5.45 0.07
H 1.40 -4.48 -1.52
H 1.83 -6.14 -1.42
C 5.62 -2.45 -1.59
C 6.66 -3.59 -1.68
C 7.78 -3.20 -0.65
O 7.00 -2.42 0.29
C 5.66 -2.05 -0.16
H 4.66 -2.83 -1.94
H 5.96 -1.68 -2.29
H 7.05 -3.55 -2.70
H 6.20 -4.55 -1.45
H 8.34 -2.36 -1.07
H 8.46 -4.01 -0.41
H 5.45 -1.00 0.05
H 4.92 -2.66 0.37
C 1.61 -3.30 4.71
C 1.02 -3.32 6.14
C 0.31 -1.89 6.20
O 1.28 -1.06 5.57
C 2.03 -1.76 4.55
H 0.92 -3.71 3.98
H 2.37 -4.08 4.76
H 1.74 -3.46 6.94
H 0.34 -4.17 6.19
H 0.27 -1.63 7.26
H -0.63 -1.85 5.65
H 3.11 -1.75 4.63
H 1.74 -1.57 3.52
*
```

The total energy is -4283.66995 Eh. As for the LUMO energy: -3.981 eV. The HOMO energy comes out at -7.91 eV. The calculation puts the frontier orbital gap at 0.144 hartree.

No. 3
ORCA calculation (ωB97M-V/def2-TZVPD) on C2H6N4O in the gas phase in a non-equilibrium geometry.

Geometry as ORCA input:
```
! wB97M-V def2-TZVPD RIJCOSX def2/J DEFGRID3
* xyz 0 1
H 0.75 1.84 1.47
N 0.33 0.88 1.33
C 0.28 0.21 0.17
N 0.13 1.00 -0.95
O 0.92 2.19 -0.43
C -0.20 -1.12 0.03
N -1.58 -1.36 -0.73
N 0.11 -2.18 0.74
H 0.75 -1.95 1.47
H 0.21 0.78 -2.05
H 1.92 1.87 -0.38
H -2.46 -0.64 -0.42
H -1.93 -2.29 -0.51
*
```

The total energy is -373.86446 Eh. For the energy relative to the best compared isomer or geometry (same formula, charge and spin), the calculation gives 6.6916 eV. As for the LUMO energy: 0.039 eV. As for the structure (SMILES): [H]/N=C(NO)/C(N)=N\[H]. The HOMO energy comes out at -9.32 eV. The calculation puts the frontier orbital gap at 0.344 hartree.